Computed, not measured: a 5-piece molecular cluster, C37H34BFNO14S overall in a non-equilibrium geometry, with ωB97M-V with the def2-TZVPD basis set.

```
89
Properties=species:S:1:pos:R:3:forces:R:3
C 2.8170 -2.4939 0.4924 0.192 0.455 0.399
O 2.0561 -1.3210 0.8886 -0.151 -0.085 -0.013
B 0.7209 -1.4085 0.8772 -0.065 -0.673 -0.109
O 0.0825 -2.6124 0.6660 -0.294 0.424 0.200
C -0.0084 0.0297 1.2081 1.691 -0.017 -0.200
C -0.2615 0.3342 2.6743 -0.606 -1.013 -0.380
C -1.3079 -0.4587 3.4278 -0.374 0.715 0.665
O -1.8266 -0.0197 4.3927 -0.090 -0.025 0.203
F -1.6817 -1.6562 2.9714 0.590 -0.263 -0.446
O 0.9495 1.0061 0.8379 -0.458 0.365 -0.048
C 0.9550 1.1274 -0.5858 0.393 -0.194 0.863
C -0.5509 1.0672 -0.9085 0.139 1.375 -0.662
C -1.0389 0.6352 -2.2760 0.226 -0.777 -0.283
S -0.0364 -0.6971 -2.9550 0.653 0.277 -0.065
O 0.2865 -1.6016 -1.8720 -0.135 -0.133 -0.255
O 1.0408 -0.1479 -3.7115 -0.150 0.077 -0.184
N -1.1801 0.4556 0.3226 -0.434 -0.311 0.336
C -2.3430 -0.4478 0.2496 -0.565 -0.263 0.064
C -3.4093 -0.1323 1.0819 0.207 0.183 -0.015
C -4.5244 -0.9522 1.1425 0.094 -0.028 -0.058
C -4.5922 -2.0927 0.3536 0.054 0.409 -0.082
C -3.5279 -2.3886 -0.4880 -0.006 0.075 -0.106
C -2.3979 -1.5855 -0.5382 -0.048 0.086 -0.100
H 2.6915 -3.2884 1.2185 -0.208 -0.167 -0.062
H 3.8597 -2.2063 0.5047 0.084 0.092 -0.144
H 2.5167 -2.7916 -0.5045 0.010 -0.171 -0.075
H -0.0565 -2.7721 -0.2735 0.100 -0.276 0.033
H 0.6897 0.1821 3.1783 0.122 0.116 0.128
H -0.5726 1.3679 2.8037 0.229 0.225 0.006
H 1.5934 0.3867 -1.0589 -0.183 -0.350 0.025
H 1.4059 2.0939 -0.7782 -0.253 0.029 -0.335
H -0.8279 2.1203 -0.8682 -0.382 -0.012 0.163
H -2.0730 0.2941 -2.3111 -0.094 0.047 0.273
H -0.9500 1.4643 -2.9719 0.147 0.081 -0.081
H -0.9010 -1.3247 -3.7951 -0.014 0.009 0.087
H -1.5604 1.2606 0.8215 0.070 0.064 0.028
H -3.3610 0.7469 1.7175 -0.053 0.056 0.006
H -5.3209 -0.6905 1.8216 -0.116 -0.043 0.001
H -5.4548 -2.7358 0.4059 0.007 -0.025 -0.041
H -3.5508 -3.2684 -1.1148 -0.084 -0.088 0.006
H -1.5777 -1.8525 -1.1845 -0.260 -0.020 0.157
C -3.7735 -6.6754 1.9810 0.024 -0.031 -0.003
C -2.6088 -7.3007 2.1394 -0.056 0.014 -0.008
C -1.3284 -6.5473 2.1674 -0.037 -0.028 -0.006
O -0.2640 -7.1113 2.2948 0.001 0.006 -0.039
C -1.4017 -5.0718 2.0214 0.153 0.001 0.041
C -2.5630 -4.4479 1.8653 -0.101 -0.055 0.017
C -3.8400 -5.2006 1.8294 0.050 -0.083 0.048
O -4.8989 -4.6256 1.6765 -0.037 -0.146 0.048
H -4.7179 -7.2036 1.9530 -0.015 0.022 0.005
H -2.5361 -8.3752 2.2488 0.025 0.001 0.011
H -0.4619 -4.5362 2.0437 0.007 -0.032 0.001
H -2.6384 -3.3767 1.7543 0.052 -0.044 0.071
C 0.6951 5.0175 -3.6661 -0.021 0.021 -0.042
C -0.1494 6.0457 -3.7036 0.038 -0.048 -0.003
C -0.7813 6.5736 -2.4647 0.021 0.038 -0.011
O -1.5520 7.5021 -2.5007 -0.032 -0.032 -0.011
C -0.4288 5.9086 -1.1776 -0.037 -0.127 0.024
C 0.4169 4.8799 -1.1481 -0.043 -0.017 -0.032
C 1.0406 4.3558 -2.3875 0.077 0.092 -0.032
O 1.8056 3.4087 -2.3552 -0.109 0.080 -0.065
H 1.1652 4.6168 -4.5555 0.031 -0.010 0.020
H -0.4164 6.5442 -4.6267 -0.017 0.027 0.018
H -0.8904 6.3106 -0.2860 -0.030 0.096 -0.040
H 0.6921 4.3849 -0.2224 0.053 0.034 -0.001
C 4.6485 -6.7368 -3.3667 0.031 0.044 0.022
C 5.0264 -5.7962 -2.5048 0.005 -0.018 -0.034
C 4.2230 -5.4961 -1.2954 -0.006 -0.069 0.017
O 4.5604 -4.6343 -0.5097 -0.015 0.060 -0.015
C 2.9854 -6.2864 -1.0767 -0.030 0.000 -0.006
C 2.6072 -7.2274 -1.9370 -0.018 0.041 0.039
C 3.4091 -7.5269 -3.1521 -0.002 -0.035 -0.016
O 3.0626 -8.3814 -3.9356 -0.012 0.018 -0.009
H 5.2176 -6.9720 -4.2569 -0.018 -0.028 -0.006
H 5.9256 -5.2093 -2.6415 0.000 0.010 0.030
H 2.4193 -6.0550 -0.1821 0.029 -0.009 0.017
H 1.7103 -7.8176 -1.7974 0.016 -0.030 -0.019
C 2.6244 9.2581 1.4399 -0.022 -0.026 -0.054
C 1.5467 8.8687 0.7646 0.038 -0.004 0.009
C 0.2401 8.6835 1.4417 -0.039 0.073 -0.006
O -0.7425 8.3233 0.8234 0.077 -0.080 0.073
C 0.1758 8.9534 2.8981 0.016 0.012 0.037
C 1.2522 9.3431 3.5758 -0.053 -0.022 -0.013
C 2.5630 9.5265 2.9006 0.018 0.022 0.022
O 3.5432 9.8801 3.5147 0.007 -0.014 0.001
H 3.5880 9.3997 0.9673 0.014 0.018 0.032
H 1.5684 8.6716 -0.3001 -0.033 0.015 -0.003
H -0.7893 8.8157 3.3689 -0.015 0.004 -0.030
H 1.2287 9.5451 4.6390 0.034 0.015 -0.001
```
Forces are in eV/Å.

Summary:
LUMO energy: -3.9 eV
Charge: +1
Total energy: -3061.00693 hartree
HOMO energy: -0.441 Eh

Computed, not measured: C37H34BrF5NPW as an isolated structure in a non-equilibrium geometry, with ωB97M-V with the def2-TZVPD basis set.

```
80
Properties=species:S:1:pos:R:3:forces:R:3
W 0.4271 -0.5758 0.3300 1.507 0.226 -1.228
C -1.4948 -1.1385 -4.6412 0.035 0.026 0.105
C -1.8289 -1.0113 -3.1499 -0.119 -0.062 -0.170
C -3.2397 -0.4270 -2.9857 0.139 -0.011 0.043
C -1.7061 -2.3414 -2.4242 0.250 0.181 0.174
C -2.6459 -3.3384 -2.6524 0.023 -0.043 0.046
C -2.6363 -4.5090 -1.9144 -0.052 0.003 -0.033
C -1.7080 -4.6867 -0.9002 -0.025 -0.062 0.023
C -0.7304 -3.7365 -0.6474 0.154 0.193 -0.028
C 0.2559 -3.9802 0.4857 0.156 0.187 -0.194
C 1.7171 -4.1015 0.0356 -0.120 -0.105 0.092
C 0.0547 -3.0286 1.6688 -0.070 -0.758 -0.249
C -0.7052 -2.5841 -1.4581 -0.588 -0.564 -0.304
N 0.3256 -1.6208 -1.2696 -0.324 0.199 0.357
C 1.1713 -1.2660 -2.3345 0.347 0.300 -0.413
C 1.6410 -2.1369 -3.3105 -0.077 -0.071 0.135
C 2.5461 -1.6778 -4.2563 0.013 0.034 -0.042
C 2.9753 -0.3571 -4.2570 -0.037 -0.066 0.016
C 2.5053 0.5360 -3.2983 0.008 0.222 0.063
C 1.6336 0.0410 -2.3711 -0.081 -0.314 -0.177
F 1.0991 0.8710 -1.3640 -0.066 -0.294 0.398
H -1.5366 -0.1596 -5.1201 -0.013 -0.021 -0.016
H -2.2199 -1.7858 -5.1362 0.007 -0.007 -0.013
H -0.5023 -1.5576 -4.8001 0.001 0.008 -0.031
H -1.1369 -0.2954 -2.6971 0.048 -0.028 -0.017
H -3.9761 -1.0163 -3.5308 -0.028 0.007 0.016
H -3.2659 0.5865 -3.3872 -0.030 -0.007 -0.007
H -3.5432 -0.3919 -1.9380 -0.046 0.025 -0.004
H -3.4036 -3.1904 -3.4107 -0.008 0.000 0.017
H -3.3714 -5.2775 -2.1122 0.000 0.003 0.013
H -1.7402 -5.5889 -0.3018 0.019 0.007 -0.003
H -0.0112 -4.9537 0.9061 -0.076 0.024 0.066
H 2.1137 -3.1666 -0.3488 0.045 0.067 -0.052
H 1.8017 -4.8527 -0.7492 -0.014 0.005 0.005
H 2.3447 -4.4231 0.8679 0.009 0.025 -0.003
H 0.3233 -1.9318 1.4763 0.076 -0.814 1.076
H 0.7196 -3.2956 2.4898 0.123 0.300 0.009
H -0.9748 -3.0381 2.0191 -0.012 0.267 -0.034
H 1.3032 -3.1658 -3.3135 -0.011 0.010 0.003
H 2.9196 -2.3630 -5.0048 -0.004 0.007 0.000
H 3.6795 -0.0153 -5.0022 -0.008 0.016 0.006
H 2.8130 1.5729 -3.2746 -0.004 -0.016 -0.008
F -4.6959 0.4879 5.3310 -0.056 0.005 0.047
C -3.6573 0.7014 4.5595 0.093 0.046 -0.056
C -2.6826 1.6177 4.9278 -0.055 -0.055 -0.050
F -2.8036 2.2884 6.0512 -0.003 0.039 0.079
C -1.5885 1.8340 4.1018 0.049 -0.059 -0.211
F -0.7107 2.7593 4.4678 0.021 0.011 0.094
C -1.4159 1.1343 2.9118 0.161 -0.169 -0.075
P 0.0144 1.4020 1.7837 -0.732 1.606 1.006
C -0.4844 2.9363 0.9580 0.184 -0.207 -0.167
C -1.1135 2.8408 -0.2847 0.086 0.002 0.094
C -1.6172 3.9787 -0.8927 -0.035 0.013 -0.052
C -1.4828 5.2112 -0.2688 -0.011 -0.034 -0.042
C -0.8461 5.3086 0.9613 0.021 0.038 0.046
C -0.3492 4.1753 1.5840 -0.033 -0.028 -0.008
C 1.4470 1.7255 2.8324 0.012 -0.155 -0.134
C 2.4210 2.6228 2.3984 -0.077 -0.048 0.022
C 3.5690 2.7990 3.1551 0.030 0.016 -0.028
C 3.7484 2.0759 4.3258 0.039 -0.001 0.022
C 2.7901 1.1603 4.7412 -0.002 -0.043 0.024
C 1.6430 0.9725 3.9895 -0.047 0.027 -0.072
C -2.4300 0.2495 2.5547 0.054 0.023 -0.044
Br -2.4137 -0.6353 0.8593 0.143 -0.040 -0.045
C -3.5358 0.0278 3.3514 0.055 -0.087 -0.204
F -4.4812 -0.8164 2.9658 -0.038 0.018 0.085
H -1.2109 1.8780 -0.7758 -0.064 0.024 -0.034
H -2.1132 3.9079 -1.8516 0.013 -0.006 0.003
H -1.8755 6.0989 -0.7461 0.011 0.007 0.012
H -0.7368 6.2724 1.4402 -0.013 -0.007 0.002
H 0.1349 4.2554 2.5477 0.008 0.016 0.016
H 2.2769 3.1837 1.4831 0.033 0.047 0.020
H 4.3225 3.5045 2.8314 -0.007 0.001 0.009
H 4.6413 2.2239 4.9183 -0.005 0.003 -0.005
H 2.9356 0.5983 5.6539 0.003 -0.001 -0.009
H 0.8938 0.2559 4.3090 0.006 0.019 0.066
C 2.5537 -0.5303 0.7210 -0.598 -0.044 0.022
H 2.9609 0.4757 0.5835 -0.136 0.038 -0.006
H 3.1359 -1.2008 0.0810 -0.201 -0.103 -0.068
H 2.7626 -0.8175 1.7581 -0.058 -0.010 0.004
```
Forces are in eV/Å.

Summary:
LUMO energy (alpha / beta): -7.5 / -7.5 eV
Charge: +2
Energy above the lowest of the compared OMol25 structures with the same formula, charge and spin: 5.2 kcal per mole
Multiplicity: 3
Expectation value of S²: 2.042
Total energy: -4966.23343 hartree
HOMO energy (alpha / beta): -0.520 / -0.526 Eh

Computed, not measured: C37H34ClF4GeN4RuS as an isolated structure in a non-equilibrium geometry, with ωB97M-V with the def2-TZVPD basis set.

```
83
Properties=species:S:1:pos:R:3:forces:R:3
Ru 0.1666 -0.9491 1.8032 0.958 0.430 -1.988
C -1.0860 -4.5360 1.9909 -0.077 0.120 -0.060
C -2.2295 -3.5232 2.0482 0.196 -0.172 0.149
N -2.0330 -2.3754 1.1533 -0.010 0.118 -0.238
C -2.1570 -2.8597 -0.2283 0.067 0.014 -0.067
C -1.8774 -1.8672 -1.3469 -0.072 0.057 0.183
C -2.9844 -1.3139 1.4918 0.013 0.167 -0.036
C -2.5290 0.1208 1.2113 -0.009 -0.246 -0.094
N -1.3659 0.4834 2.0060 -0.188 0.279 0.441
C -1.1908 1.7219 2.4522 -0.018 0.024 0.009
C 0.0225 2.0893 3.1295 -0.088 -0.008 -0.005
F 0.9425 1.1364 3.3715 0.094 -0.235 -0.058
C 0.3131 3.3524 3.5669 -0.275 0.015 -0.152
F 1.4896 3.5787 4.1814 0.153 -0.053 0.056
C -0.5604 4.4169 3.4008 0.032 0.126 0.061
C -1.7560 4.1052 2.7906 0.143 -0.093 0.042
F -2.6683 5.0877 2.6172 -0.135 0.063 -0.043
C -2.0780 2.8399 2.3512 0.078 0.110 0.033
F -3.3168 2.7152 1.7967 -0.089 0.100 -0.067
H -1.0243 -5.0777 2.9355 -0.017 0.008 0.013
H -0.1466 -3.9993 1.8484 0.036 -0.097 0.030
H -1.2031 -5.2685 1.1902 0.025 0.027 -0.036
H -2.2923 -3.1498 3.0673 -0.066 0.036 -0.074
H -3.1913 -4.0146 1.8137 -0.024 0.029 0.021
H -3.1693 -3.2880 -0.3639 0.021 -0.055 0.025
H -1.4393 -3.6741 -0.3324 -0.046 -0.040 0.024
H -2.6785 -1.1362 -1.4700 0.009 0.035 -0.001
H -1.7726 -2.4118 -2.2883 -0.009 -0.005 0.004
H -0.9468 -1.3363 -1.1366 0.008 0.013 -0.054
H -3.1703 -1.3739 2.5660 -0.027 -0.031 -0.002
H -3.9462 -1.4796 0.9737 0.002 -0.026 0.017
H -3.3926 0.7475 1.4238 0.048 -0.081 -0.020
H -2.2834 0.2434 0.1533 -0.074 -0.092 -0.001
H -0.3249 5.4112 3.7463 -0.023 0.001 -0.018
S -1.3276 -2.7207 6.0272 -0.320 -0.274 0.633
C -0.7179 -2.1377 4.6407 0.485 0.284 -0.710
N -0.2841 -1.7519 3.6287 -0.363 -0.298 1.095
C 0.6404 -0.0284 0.0902 -0.531 -0.270 0.734
Ge 0.6795 1.0984 -1.4043 0.194 0.242 -0.419
C 1.6821 0.0359 -2.7608 -0.127 0.018 0.082
C 3.0517 -0.1548 -2.5564 -0.058 0.104 0.040
C 3.7791 -1.0574 -3.3155 0.069 -0.046 -0.063
C 3.1517 -1.7988 -4.3078 -0.036 0.056 -0.008
C 1.7874 -1.6481 -4.5081 0.075 -0.061 -0.061
C 1.0642 -0.7501 -3.7342 -0.059 0.076 0.070
C -1.0609 1.7462 -2.1790 0.116 -0.288 0.168
C -1.9778 2.3108 -1.2904 0.120 -0.001 0.048
C -3.2291 2.7397 -1.7046 -0.099 0.047 -0.043
C -3.5971 2.6133 -3.0381 0.052 -0.027 0.029
C -2.6916 2.0795 -3.9447 -0.100 0.047 -0.040
C -1.4397 1.6550 -3.5176 0.146 0.066 -0.029
C 1.6326 2.8466 -1.2121 0.023 -0.268 0.038
C 2.6374 3.2513 -2.0887 -0.093 -0.028 -0.065
C 3.2529 4.4893 -1.9557 0.052 0.089 0.019
C 2.8635 5.3548 -0.9428 -0.014 -0.023 -0.031
C 1.8670 4.9654 -0.0570 0.016 0.077 0.027
C 1.2681 3.7214 -0.1878 -0.030 -0.117 0.064
H 3.5454 0.3931 -1.7601 0.042 -0.022 -0.016
H 4.8334 -1.2098 -3.1162 -0.002 0.030 0.008
H 3.7186 -2.5045 -4.9032 -0.010 -0.032 0.032
H 1.2823 -2.2499 -5.2558 -0.016 0.008 0.014
H -0.0098 -0.6908 -3.8656 -0.005 -0.012 -0.043
H -1.7047 2.4091 -0.2455 -0.038 0.014 -0.005
H -3.9198 3.1612 -0.9838 0.024 -0.001 0.024
H -4.5805 2.9288 -3.3671 0.006 0.015 -0.006
H -2.9649 1.9930 -4.9910 0.021 -0.011 0.001
H -0.7411 1.2713 -4.2515 -0.013 -0.043 -0.001
H 2.9373 2.5910 -2.8954 0.033 0.009 0.001
H 4.0437 4.7792 -2.6395 -0.026 -0.002 -0.024
H 3.3326 6.3272 -0.8439 0.019 -0.013 0.015
H 1.5606 5.6299 0.7430 -0.009 -0.029 0.011
H 0.5139 3.4184 0.5334 -0.011 0.034 0.008
Cl 3.2844 -4.5162 -1.4740 0.010 -0.050 -0.113
C 2.9261 -3.9239 0.1376 -0.077 0.093 0.136
C 3.5517 -4.5421 1.2429 0.051 -0.059 0.058
C 3.2666 -3.9307 2.4989 0.016 0.022 -0.058
C 2.3988 -2.8855 2.5866 0.070 -0.126 0.054
N 1.7439 -2.3407 1.4989 -0.143 0.116 0.454
C 2.0817 -2.8663 0.2681 -0.050 0.099 -0.202
H 4.1902 -5.4062 1.1435 0.005 0.019 -0.067
H 3.7486 -4.2987 3.3973 -0.062 0.038 0.038
H 2.1640 -2.4338 3.5411 -0.006 -0.030 -0.012
H 1.6450 -2.3781 -0.5948 0.014 -0.011 0.019
```
Forces are in eV/Å.

Summary:
LUMO energy (alpha / beta): 4.4 / 4.4 eV
Charge: -2
Energy above the lowest of the compared OMol25 structures with the same formula, charge and spin: 36.2 kcal per mole
Multiplicity: 6
Expectation value of S²: 8.780
Total energy: -5078.87947 hartree
HOMO energy (alpha / beta): 0.017 / -0.064 Eh